[1]
{
  "formula": "C5H10N2",
  "method": "ωB97M-V with the def2-TZVPD basis set",
  "elements": ["C", "H", "C", "H", "C", "H", "C", "H", "H", "H", "H", "H", "C", "H", "N", "N", "H"],
  "positions_angstrom": [[-0.67795, 0.55340, 0.11561], [-1.81479, 2.27319, -0.45787], [0.10541, 1.22083, 0.96129], [-0.02203, 2.27669, 1.11797], [-1.79404, 1.20591, -0.64681], [-1.34533, -1.19803, -0.63776], [2.58370, -1.09999, -0.34892], [-0.27441, -1.30908, 1.76633], [3.20611, -1.57048, 0.35530], [-1.67501, 1.04123, -1.71720], [0.90634, -1.82338, 0.73533], [-2.75036, 0.78079, -0.34570], [1.93709, -0.54098, -1.18580], [0.90515, 0.74255, 1.50646], [-0.10177, -1.70210, 0.84066], [-0.54229, -0.80577, -0.15682], [1.35417, -0.04478, -1.90205]],
  "spin_multiplicity": 1,
  "smiles": "C=C(C)NN.C#C",
  "relative_energy_ev": 3.669,
  "gap_ha": 0.3393,
  "e_homo_ev": -8.1819
}

***

[2]
{
  "formula": "C5H10N2",
  "method": "ωB97M-V with the def2-TZVPD basis set",
  "elements": ["H", "N", "H", "H", "H", "H", "H", "C", "H", "C", "N", "C", "C", "H", "C", "H", "H"],
  "positions_angstrom": [[-1.83928, -0.36633, 1.63097], [2.50802, 1.94838, -0.01664], [-2.45901, -0.97404, 0.07503], [1.69368, 0.89556, 1.48975], [-0.39953, -2.39186, -0.01654], [-1.03332, 0.83535, -1.86889], [-2.23753, 0.77709, 0.34107], [1.56895, 1.20610, 0.44763], [0.32738, -1.64444, 1.42902], [0.28773, 0.95448, -0.08895], [-0.46598, -0.28142, 0.05037], [0.19423, -1.55187, 0.34980], [-1.83584, -0.21201, 0.55033], [2.30845, 2.26210, -0.96880], [-0.19155, 0.39556, -1.33538], [0.39587, -0.28865, -1.95156], [1.17772, -1.56400, -0.11721]],
  "spin_multiplicity": 1,
  "relative_energy_ev": 3.800,
  "gap_ha": 0.2758,
  "e_homo_ev": -6.9428
}

***

[3]
{
  "formula": "C5H10N2",
  "method": "ωB97M-V with the def2-TZVPD basis set",
  "elements": ["C", "H", "H", "H", "H", "H", "C", "N", "H", "C", "C", "H", "H", "N", "C", "H", "H"],
  "positions_angstrom": [[-0.82725, 0.98579, 0.16469], [2.50014, 1.05453, 0.47989], [1.27985, -0.48514, 0.80284], [-1.14107, 1.49079, 1.06535], [-0.51842, -2.65504, 1.02691], [-0.03535, -2.02659, -0.56778], [0.48796, 1.06664, -0.24816], [0.82382, 0.78578, -1.57374], [0.11007, 0.81315, -2.28194], [-1.42568, -0.82716, 0.50232], [-0.43165, -1.77575, 0.40792], [-1.51079, -0.12123, -1.39944], [1.78870, 0.56544, -1.76341], [-1.82262, 0.15588, -0.47167], [1.50277, 0.70804, 0.73433], [1.26585, 1.06636, 1.73238], [-2.04631, -0.80150, 1.38950]],
  "spin_multiplicity": 1,
  "relative_energy_ev": 3.470,
  "gap_ha": 0.2960,
  "e_homo_ev": -7.0491
}

***

[4]
{
  "formula": "C5H10N2",
  "method": "ωB97M-V with the def2-TZVPD basis set",
  "elements": ["H", "H", "H", "N", "H", "H", "H", "C", "H", "C", "H", "H", "C", "H", "C", "N", "C"],
  "positions_angstrom": [[-1.45840, -2.61604, 1.66700], [2.28774, -0.90898, 0.22821], [-1.31360, 1.94236, -0.71251], [0.35389, -0.15540, -0.23329], [1.64707, 0.30780, 1.34678], [-0.70347, -0.48121, -1.99903], [0.82346, -1.40390, -1.91096], [-0.86736, -2.02471, 1.02637], [-0.32596, 2.16882, 0.83707], [1.70370, 0.01575, 0.29935], [2.21281, 0.79514, -0.27179], [-1.93884, 0.86049, 1.88072], [0.33803, -0.44582, -1.66721], [0.85902, 0.35966, -2.19213], [-0.42203, -1.01930, 0.51457], [-2.06412, 0.96200, 0.88277], [-1.13193, 1.64335, 0.30406]],
  "spin_multiplicity": 1,
  "smiles": "C#CN(C)C.C=N",
  "relative_energy_ev": 3.959,
  "gap_ha": 0.3550,
  "e_homo_ev": -8.7782
}